Arrangement w

This record from the Open Molecules 2025 dataset describes a cluster of 2 separate species, C2H6NO2 in total. The level of theory is ωB97M-V/def2-TZVPD.

Geometry (Å):
C -1.3482 0.4638 0.7372
O -0.4246 0.3539 1.8390
H -1.1758 1.4120 0.2321
H -2.3363 0.5724 1.2048
H -1.3599 -0.4293 0.1376
C 1.0052 -0.5036 -1.4212
N 1.3029 -0.3561 -0.1404
O 0.0959 -1.2239 -1.8643
H 1.6499 0.0604 -2.1460
H 0.3019 -0.1800 1.4262
H 2.2891 -0.1695 -0.0051

## Properties
Kohn-Sham gap (eV): 8.0
Net charge: -1


Arrangement x

This record from the Open Molecules 2025 dataset describes a cluster of 2 separate species, C2H6NO2 in total. The level of theory is ωB97M-V/def2-TZVPD.

Geometry (Å):
C -0.2417 -2.5139 -1.7469
O -0.1575 -1.2305 -1.1137
H 0.7928 -2.8331 -1.9760
H -0.4960 -3.3165 -0.9075
H -0.8633 -2.6114 -2.6934
C 0.3301 1.4333 1.4177
N -0.4335 0.4245 0.9465
O 0.6487 2.5941 0.9162
H 0.5672 1.4059 2.5121
H -0.3111 -0.6985 -0.2713
H -1.1144 0.6564 0.2659

## Properties
Kohn-Sham gap (eV): 7.6
Net charge: -1


Ranking the structures above by stability puts arrangement w first and arrangement x last.